Record 1
The following is a DFT calculation (ωB97M-V with the def2-TZVPD basis set) of C27H33BrN9O2S2W as an isolated structure at a distorted geometry.

```
75
Properties=species:S:1:pos:R:3:forces:R:3:lowdin_spin:R:1
W 1.47572 -0.89230 0.18209 0.54 -0.06 1.68 1.567
Br -8.97808 2.84720 -2.37481 0.40 0.17 0.15 -0.002
C -7.22868 3.44710 -2.02441 0.06 0.15 -0.15 -0.004
C -6.37368 2.66440 -1.23351 -0.23 -0.06 -0.02 0.000
C -5.07668 3.05850 -1.02621 0.24 0.35 -0.24 -0.002
C -4.60018 4.24300 -1.63601 -1.61 -0.87 0.42 0.007
C -5.47918 5.04320 -2.39391 0.51 -0.23 0.21 -0.003
C -6.78278 4.65020 -2.58071 -0.38 -0.25 0.08 0.001
N -3.31848 4.67660 -1.56911 1.04 1.30 -0.91 0.027
N -2.38458 4.24660 -0.93871 -0.25 -0.14 0.02 0.064
C -1.58928 3.37430 -0.40991 0.29 -0.18 0.24 0.005
C -0.89818 3.69600 0.79249 -0.06 -0.01 0.34 -0.002
C 0.01012 2.84670 1.35909 0.03 -0.52 -0.33 -0.006
C 0.30542 1.60860 0.74609 -1.39 1.06 -1.30 0.000
O 1.11722 0.67150 1.22239 0.62 -0.42 0.58 0.028
C -0.31908 1.27900 -0.47941 0.70 0.28 1.11 0.005
N 0.05592 0.04760 -0.99111 -0.87 0.95 -0.80 0.000
C -0.50638 -0.29510 -2.17241 0.00 -0.15 0.10 0.007
C -1.40438 0.50850 -2.84471 0.05 -0.16 -0.10 -0.004
C -1.79158 1.74020 -2.32221 0.39 -0.06 0.57 0.014
C -1.25888 2.13790 -1.10011 -0.10 -0.24 -0.51 0.006
H -6.75578 1.75410 -0.79661 0.01 -0.06 0.02 0.000
H -4.40418 2.45500 -0.43071 -0.01 -0.03 0.08 0.000
H -5.09958 5.95620 -2.82851 0.01 0.06 -0.03 0.000
H -7.46288 5.26140 -3.15491 -0.01 0.00 -0.06 0.000
H -1.11528 4.64260 1.25569 -0.02 0.16 0.07 0.000
H 0.52582 3.12510 2.26359 0.02 0.05 0.19 0.000
H -0.20388 -1.25410 -2.58231 -0.06 0.14 0.04 0.000
H -1.79928 0.17790 -3.79101 0.00 -0.08 -0.09 0.000
H -2.46978 2.37590 -2.86851 -0.15 0.07 -0.07 0.001
C -3.97588 -2.15110 2.72929 -0.35 0.25 0.06 0.000
N -2.61388 -2.52050 2.40159 0.31 -0.13 -0.05 0.004
C -1.69788 -1.70340 1.91469 0.04 0.46 -0.20 0.008
N -1.98548 -0.41450 1.70389 -0.30 -0.27 0.24 0.002
S -0.14268 -2.33990 1.55609 0.54 -0.29 -0.16 0.015
H -4.45558 -2.99710 3.21219 0.00 0.03 -0.01 0.000
H -4.54178 -1.89630 1.82919 0.05 -0.04 0.04 0.000
H -4.00348 -1.30740 3.42329 0.03 -0.07 0.03 0.000
H -2.34038 -3.48200 2.54979 0.06 0.12 -0.09 0.000
H -2.85748 -0.04000 2.04969 0.07 0.05 -0.07 0.000
H -1.24568 0.24110 1.49119 -0.13 -0.10 0.06 0.000
C 0.73832 -4.82220 -3.33581 -0.21 -0.01 -0.82 0.007
N 1.02982 -4.71620 -1.91491 0.10 0.21 0.17 0.018
C 0.90842 -5.92230 -1.11151 0.05 -0.78 0.56 0.007
C 1.35782 -3.60650 -1.38331 0.17 1.19 0.30 0.091
N 1.62582 -2.55080 -0.91781 0.00 -2.24 -1.06 0.019
H 1.34262 -5.61630 -3.77551 0.04 0.07 0.08 0.000
H 0.95932 -3.88310 -3.83781 0.05 -0.03 0.02 0.000
H -0.31458 -5.06440 -3.48461 0.02 -0.01 0.10 0.001
H 1.67382 -6.64330 -1.40041 0.00 0.07 -0.05 0.001
H -0.07188 -6.37380 -1.27421 0.04 0.14 -0.01 0.000
H 1.02672 -5.68810 -0.05411 -0.03 0.03 -0.10 0.001
O 3.00142 -1.49070 1.57869 -0.55 -0.28 -1.16 0.063
S 2.98752 -0.99020 3.03569 0.64 0.58 0.79 0.008
C 4.41672 -1.87760 3.76919 -0.17 -0.01 0.13 -0.001
C 5.56792 -0.88930 3.90639 0.15 0.15 -0.16 0.000
C 5.38352 0.13690 2.79679 0.12 -0.04 0.08 0.001
C 3.93162 0.57020 2.90079 0.00 -0.11 -0.07 0.004
H 4.63482 -2.68290 3.06979 -0.10 -0.01 -0.09 0.000
H 4.10802 -2.30420 4.71859 -0.14 -0.09 0.03 0.000
H 6.52522 -1.40190 3.83179 -0.02 -0.06 0.03 0.000
H 5.53852 -0.39400 4.87629 -0.03 -0.01 0.05 0.000
H 5.55952 -0.32870 1.82389 0.05 0.07 -0.03 0.000
H 6.06272 0.98090 2.91039 -0.04 0.03 -0.06 0.000
H 3.55692 1.12230 2.03639 -0.13 -0.13 0.14 0.000
H 3.74672 1.14420 3.80719 -0.09 0.02 0.11 0.000
N 5.10612 0.34510 -1.75211 -0.16 -0.45 0.07 0.010
C 4.54802 1.57340 -1.59101 -0.64 0.42 0.22 0.001
C 3.31452 1.36080 -1.04571 0.24 0.62 -0.15 0.005
N 3.12602 0.01120 -0.87251 0.39 -0.30 -0.24 0.006
C 4.23552 -0.57360 -1.31211 0.10 -0.40 -0.06 0.021
H 6.01682 0.17090 -2.15431 -0.07 -0.14 0.04 0.000
H 5.04942 2.47630 -1.87731 0.05 0.14 -0.02 0.000
H 2.56462 2.08220 -0.76961 0.00 0.03 -0.01 0.000
H 4.41192 -1.63670 -1.32991 0.05 0.05 0.04 0.001
```
Forces are in eV/Å.

2S+1   3
Highest occupied orbital energy (spin up / spin down)   -0.518 / -0.516 hartree
Total charge   +3
E   -139555.4865 eV

Record 2
The following is a DFT calculation (ωB97M-V with the def2-TZVPD basis set) of an isolated ion of composition C11H13N4 and charge +1 at a distorted geometry.

```
28
Properties=species:S:1:pos:R:3:forces:R:3:nbo_charge:R:1
C -1.06357 -0.15150 1.64789 -0.34 0.16 4.39 0.208
C -1.58914 -0.15710 -0.36204 0.57 0.08 -0.80 -0.001
C -2.12494 -0.40950 -1.63668 0.22 1.15 1.89 0.325
C -0.24122 0.22879 -0.32420 -0.72 -0.52 -0.62 0.332
C -0.01190 0.12239 -2.52891 0.02 -1.21 0.09 0.470
C 2.49443 -0.07372 3.25636 1.15 0.60 1.98 -0.574
C 1.94650 -0.78581 2.11034 2.96 -0.76 -0.11 0.366
C 1.68728 1.17044 2.83365 -2.29 -1.53 1.82 -0.367
C 1.41193 0.42825 1.53457 -1.90 0.32 -2.04 -0.176
C -3.55848 -0.59918 -1.91385 0.40 -2.42 2.41 -0.652
C 0.88486 0.12645 -3.78238 -2.82 -0.35 2.02 -0.638
N -1.30738 -0.23705 -2.62631 1.09 0.05 -2.41 -0.474
N 0.58082 0.35352 -1.35538 0.30 0.42 0.37 -0.509
N -2.08065 -0.32288 0.90885 -0.63 -0.75 -0.36 -0.389
N 0.06859 0.28853 1.02229 1.00 0.12 -0.99 -0.381
H 1.93039 -0.38281 4.17848 0.53 -0.62 -0.33 0.346
H 3.61539 0.01087 3.65156 -2.20 -0.73 -1.24 0.348
H 2.07290 -1.85790 1.81958 -0.76 0.88 0.18 0.267
H -1.10468 -0.26812 2.79133 0.17 0.33 -1.87 0.202
H 0.74962 1.18266 3.51426 1.51 0.56 -1.38 0.238
H 2.15971 2.07659 2.76064 0.97 2.23 -0.09 0.248
H 1.98891 0.90736 0.63726 -0.23 -1.14 1.21 0.382
H -3.73431 -1.58123 -2.32199 -0.07 -0.46 -0.18 0.247
H -4.19950 -0.47623 -1.03748 0.21 0.18 -0.19 0.238
H -3.71839 0.06209 -2.65314 -1.26 2.39 -2.55 0.244
H 1.23258 -0.83509 -4.03281 0.56 -1.33 0.10 0.236
H 0.27130 0.41414 -4.58606 -0.47 0.85 -1.15 0.240
H 1.63897 0.76605 -3.50586 2.04 1.52 -0.15 0.224
```
Forces are in eV/Å.

Highest occupied orbital energy (spin up / spin down)   -0.449 / -0.449 hartree
ΔE to the lowest compared entry with this formula, charge and spin   2.364 eV
Total charge   +1
E   -17567.2895 eV

Record 3
The following is a DFT calculation (ωB97M-V with the def2-TZVPD basis set) of C17H21BN6Pb as an isolated structure at a distorted geometry.

```
46
Properties=species:S:1:pos:R:3:forces:R:3:mulliken_charge:R:1
C -0.45449 -3.34096 0.13912 -0.16 -0.84 -0.34 0.134
N 0.30841 -2.23655 0.15562 1.37 -1.04 -0.26 -0.096
N 1.58544 -2.60763 -0.21456 0.94 -0.50 -0.18 0.028
C 1.60500 -3.94899 -0.43271 -0.06 0.53 0.11 -0.033
C 0.32478 -4.45868 -0.22236 -0.26 0.79 0.25 -1.155
B 2.80892 -1.60155 -0.25961 1.00 -1.40 -1.29 -0.054
N 2.76841 -0.48910 -1.38741 0.75 -0.95 0.09 0.149
N 1.86885 0.55802 -1.39162 0.79 -0.79 0.06 -0.271
C 2.15585 1.33370 -2.44896 0.15 0.43 -1.13 -0.022
C 3.26804 0.81213 -3.14045 -0.73 0.18 0.70 -1.046
C 3.62283 -0.33555 -2.43340 -0.50 0.05 0.48 -0.016
Pb 0.31981 -0.16890 -0.18268 -4.00 1.58 -0.82 1.425
N 2.85319 -0.87107 1.10425 2.98 -0.63 1.83 0.415
N 1.78189 -0.10099 1.41477 0.19 2.00 3.74 -0.114
C 2.00931 0.44067 2.62236 -2.62 0.34 -2.04 -0.054
C 3.26217 0.00940 3.10704 0.87 0.19 1.23 -0.811
C 3.76612 -0.82522 2.10796 -0.50 -1.37 -2.96 0.057
H 1.27068 1.10316 3.07410 0.36 -0.15 0.05 0.528
H 4.69825 -1.38468 2.03769 -0.17 0.14 0.09 0.516
H 3.73534 0.26897 4.05305 -0.08 -0.02 -0.13 0.482
H 3.81146 -2.25829 -0.43478 -0.49 0.39 0.18 0.069
H 4.42700 -1.05314 -2.59248 -0.21 0.25 0.01 0.491
H 2.53360 -4.44364 -0.71523 -0.33 0.07 0.08 0.500
H 3.75344 1.22105 -4.02572 -0.17 -0.05 0.33 0.447
H 0.00272 -5.49578 -0.30683 0.09 0.36 0.08 0.447
H 1.55432 2.22008 -2.64920 0.28 -0.26 -0.06 0.528
H -1.51247 -3.27188 0.39136 0.37 -0.26 -0.12 0.501
H -0.87822 2.06429 -0.71832 -0.13 0.45 -0.10 -0.067
C -1.60044 2.51022 -1.42103 -0.03 0.30 -0.38 -0.742
H -1.08121 3.23101 -2.07312 -0.28 -0.29 0.27 0.388
H -2.05160 1.71597 -2.03732 0.19 0.29 0.08 0.342
H -2.39048 3.02975 -0.85530 0.51 -0.11 -0.30 0.254
C -1.93423 -0.34072 0.04855 -1.66 -0.37 0.50 -1.657
C -2.89943 0.73704 0.45053 1.91 0.43 1.27 0.745
C -4.05923 0.94896 -0.32172 -2.03 1.04 -0.49 -0.064
C -4.98433 1.92780 0.04481 0.28 -0.51 -0.28 -0.735
C -4.76453 2.70010 1.18727 -1.40 -0.10 -1.36 -0.378
C -3.62183 2.48866 1.96663 2.01 -0.95 0.79 -0.607
C -2.69108 1.50638 1.60454 -0.50 0.15 -0.17 -0.091
H -2.01853 -1.08480 0.86454 0.65 0.15 -0.27 0.556
H -2.28147 -0.84485 -0.87871 0.71 0.37 0.26 0.630
H -4.24756 0.35702 -1.20983 0.00 -0.03 -0.02 0.478
H -5.86989 2.08549 -0.55755 -0.01 -0.02 0.01 0.477
H -5.48357 3.45780 1.46832 -0.06 0.09 0.07 0.494
H -3.45951 3.08722 2.85292 0.01 0.04 0.08 0.479
H -1.81174 1.34808 2.21550 -0.03 0.04 0.05 0.458
```
Forces are in eV/Å.

Highest occupied orbital energy (spin up / spin down)   -0.807 / -0.805 hartree
Total charge   +4
E   -32785.2422 eV

Look up the E of the second one. -17567.2895 eV